# 1
{
  "formula": "C31H64Ca2Cl5F3N3O14P2S",
  "method": "ωB97M-V/def2-TZVPD",
  "e_tot_ev": -203346.5820,
  "orbital_gap_ev": 1.24,
  "charge": -1,
  "homo_energy_ev": -3.4729,
  "max_force_ev_per_a": 9.151,
  "symbols": ["C", "C", "C", "C", "N", "C", "N", "C", "C", "C", "C", "C", "C", "C", "O", "C", "N", "C", "O", "P", "C", "C", "C", "C", "C", "P", "O", "O", "C", "C", "C", "C", "O", "O", "H", "H", "H", "H", "H", "H", "H", "H", "H", "H", "H", "H", "H", "H", "H", "H", "H", "H", "H", "H", "H", "H", "H", "H", "H", "H", "H", "H", "H", "H", "H", "H", "H", "H", "H", "H", "H", "H", "H", "H", "H", "H", "H", "H", "H", "H", "H", "H", "Cl", "Ca", "Cl", "C", "C", "O", "C", "O", "C", "F", "F", "F", "H", "H", "H", "H", "H", "H", "C", "Cl", "Cl", "H", "H", "Cl", "Ca", "O", "H", "C", "C", "O", "S", "O", "O", "O", "H", "H", "H", "H", "C", "O", "H", "H", "H"],
  "positions_angstrom": [[-3.214, -0.366, -0.546], [-2.174, 0.891, -0.735], [-0.823, 0.560, -1.593], [-1.151, -0.439, -2.859], [0.353, 0.075, -0.825], [0.884, 1.024, 0.127], [1.907, 1.830, -0.174], [2.529, 2.790, 0.768], [2.426, 1.702, -1.600], [3.296, 2.985, -2.062], [2.423, 4.309, -2.269], [3.109, 5.385, -3.271], [4.510, 5.948, -2.741], [4.495, 6.473, -1.231], [3.290, 7.193, -0.858], [3.572, 7.756, 0.465], [0.340, 1.093, 1.479], [-0.040, -0.231, 2.044], [-1.474, -0.364, 2.196], [0.689, -0.303, 3.826], [2.569, -0.145, 3.825], [3.125, 1.315, 4.274], [-0.149, 0.930, 4.978], [-0.493, 2.364, 4.336], [0.623, -1.484, 1.250], [-0.195, -3.048, 2.050], [-0.905, -4.036, 0.846], [1.106, -3.840, 2.838], [0.253, -1.318, -0.313], [1.204, -2.230, -1.284], [2.109, -3.288, -0.491], [3.032, -4.037, -1.595], [3.313, -5.252, -1.517], [3.595, -3.318, -2.706], [-2.841, -1.198, 0.145], [-4.155, 0.073, -0.019], [-3.624, -0.808, -1.555], [-2.015, 1.344, 0.300], [-2.747, 1.694, -1.337], [-0.508, 1.550, -2.101], [-1.508, -1.478, -2.489], [-0.257, -0.576, -3.549], [-2.065, -0.022, -3.478], [3.673, 2.867, 0.657], [2.340, 2.577, 1.869], [2.070, 3.829, 0.564], [3.005, 0.716, -1.750], [1.561, 1.654, -2.367], [3.698, 2.699, -3.107], [4.234, 3.141, -1.419], [1.428, 3.983, -2.739], [2.184, 4.886, -1.316], [2.377, 6.277, -3.285], [3.135, 4.986, -4.336], [5.284, 5.118, -2.833], [4.760, 6.861, -3.400], [5.379, 7.222, -1.129], [4.688, 5.601, -0.512], [4.500, 7.261, 0.935], [2.717, 7.579, 1.203], [3.796, 8.878, 0.415], [-0.369, 1.824, 1.603], [-1.635, -0.586, 3.149], [2.951, -0.871, 4.638], [3.083, -0.452, 2.857], [3.699, 1.269, 5.273], [3.900, 1.641, 3.494], [2.308, 2.104, 4.331], [0.601, 1.131, 5.835], [-1.099, 0.534, 5.462], [-0.894, 3.156, 5.089], [-1.350, 2.181, 3.560], [0.353, 2.849, 3.747], [1.741, -1.426, 1.470], [-1.715, -3.574, 0.533], [1.645, -3.143, 3.291], [-0.794, -1.782, -0.434], [1.849, -1.593, -1.979], [0.507, -2.832, -1.976], [2.838, -2.807, 0.239], [1.502, -4.138, -0.008], [4.272, -2.712, -2.318], [-3.503, 0.535, -2.631], [-2.767, 2.763, 3.731], [-3.655, -0.547, -4.979], [-2.166, -7.207, -0.340], [-2.494, -7.809, -1.696], [-3.827, -8.285, -1.806], [-4.903, -7.333, -2.046], [-4.630, -6.559, -3.076], [-5.335, -6.532, -0.764], [-5.274, -7.311, 0.346], [-6.631, -6.128, -0.849], [-4.605, -5.427, -0.495], [-2.613, -7.792, 0.516], [-1.081, -7.164, -0.199], [-2.537, -6.182, -0.270], [-1.865, -8.694, -1.819], [-2.225, -7.132, -2.511], [-5.755, -8.025, -2.163], [7.007, 9.807, 0.923], [5.682, 10.160, 2.039], [6.976, 8.117, 0.398], [6.914, 10.450, 0.049], [7.952, 10.003, 1.426], [-2.900, -9.629, 0.472], [-5.286, 1.266, 1.976], [0.533, 1.193, -4.664], [-0.020, 0.550, -5.101], [-7.854, -3.793, -3.279], [-6.355, -3.795, -3.520], [-6.002, -2.415, -3.671], [-6.979, -1.518, -2.748], [-6.299, -1.238, -1.515], [-7.564, -0.495, -3.561], [-8.100, -2.651, -2.453], [-8.406, -3.662, -4.214], [-8.192, -4.703, -2.783], [-6.077, -4.363, -4.407], [-5.817, -4.189, -2.654], [1.593, -0.542, 8.062], [1.234, -0.799, 6.799], [1.059, -1.098, 8.861], [2.651, -0.742, 8.337], [1.477, 0.506, 8.420]],
  "atomic_forces_ev_per_a": [[-0.220, -0.952, 2.337], [-0.089, -0.567, 0.429], [-0.998, 0.860, -2.032], [0.375, -0.611, -0.187], [0.144, 0.871, 1.760], [-0.628, 0.315, 0.703], [-1.248, -1.830, -0.535], [0.214, 1.633, 0.853], [0.652, 0.924, -1.983], [0.133, -0.424, -0.525], [0.053, 0.137, -0.697], [-0.989, 0.401, 0.993], [-0.959, 0.407, -0.238], [1.130, 0.090, -0.894], [1.401, -0.329, 1.312], [0.229, 0.161, 0.759], [0.754, -0.809, -2.524], [0.853, -0.022, 1.401], [0.601, 0.761, 0.631], [-0.159, -2.522, 1.032], [1.236, 1.092, 1.112], [0.863, -0.258, -0.395], [0.409, 2.252, 0.190], [0.127, -0.490, -0.788], [0.023, 1.634, -1.087], [-1.452, 0.146, 1.914], [1.939, 1.010, 0.312], [-0.590, 0.941, -1.792], [0.811, -2.064, 0.006], [-0.440, -0.725, 0.335], [0.450, -0.466, -1.864], [1.194, -3.439, 0.438], [-1.388, 4.408, -0.161], [-0.215, 0.079, 2.266], [-0.180, 1.296, -0.687], [1.104, -0.705, -0.819], [0.918, -0.290, 3.555], [0.104, -0.653, -1.176], [1.238, -0.591, 1.543], [-0.421, -1.504, 0.714], [0.517, 1.514, -0.348], [-0.824, 0.436, 1.306], [4.523, -1.443, 0.831], [-1.963, -0.362, -0.261], [-0.075, -0.285, -1.636], [0.901, -1.554, 0.232], [-0.823, 1.585, 0.655], [1.120, -0.091, 1.262], [-0.719, 0.302, 1.591], [-1.401, -0.127, -0.787], [1.371, 0.444, 0.608], [0.399, -0.918, -1.020], [1.099, -1.331, -0.047], [0.297, 0.387, 1.438], [-0.690, 1.302, 0.113], [-0.072, -1.619, 0.865], [-1.511, -1.572, -0.267], [-0.397, 1.060, -0.790], [-1.481, 0.713, -0.722], [0.853, 0.244, -1.283], [-0.435, -1.588, -0.131], [0.473, -0.360, -0.179], [0.256, -0.310, -1.135], [-1.102, 0.970, -1.207], [-1.062, 0.410, 0.989], [-1.229, 0.012, -1.476], [-1.113, -0.199, 1.062], [1.121, -1.009, 0.024], [-1.052, -1.014, -1.104], [1.393, 0.057, -0.601], [0.460, -1.086, -0.860], [7.156, -1.617, 0.645], [-1.030, -0.700, 0.848], [-1.313, -0.102, -0.541], [0.536, -0.499, 0.508], [-0.745, -0.690, -0.379], [1.450, 1.334, 0.114], [-0.973, -0.662, 1.196], [1.089, 0.925, 1.024], [-0.995, -0.622, -0.812], [1.053, 1.460, -0.638], [-0.818, -0.441, -0.539], [-5.308, 2.197, -7.123], [-6.199, 2.689, 0.841], [-0.273, 1.218, 1.679], [0.275, 1.214, -0.320], [0.201, -0.334, 0.184], [0.086, 0.257, 0.464], [0.244, 0.618, -1.156], [-0.550, 0.273, 0.594], [0.743, -1.007, 0.433], [-0.140, 0.349, -0.138], [0.083, 0.169, -0.254], [-0.315, 0.202, -0.139], [0.273, 0.608, -0.647], [-0.049, -0.134, 0.031], [-0.030, 0.029, 0.120], [-0.209, -0.020, -0.090], [-0.323, 0.218, 0.046], [-0.164, -0.200, -0.044], [0.220, 0.164, -0.050], [0.092, 0.126, 0.064], [0.526, 0.270, 0.166], [-0.103, -0.168, 0.108], [-0.184, -0.113, 0.000], [-0.343, -1.922, 0.903], [-0.317, -0.567, -0.591], [0.524, 0.526, 0.767], [-0.234, -0.134, -0.333], [0.069, -0.459, -0.728], [0.053, -0.918, 0.620], [-1.023, 1.151, 0.382], [0.216, -1.178, -0.929], [-0.529, 0.429, -0.323], [0.516, -0.262, 0.870], [0.682, 0.837, 0.291], [0.008, 0.009, 0.042], [0.085, 0.232, 0.179], [0.141, 0.221, 0.096], [-0.006, -0.189, -0.221], [0.359, 0.109, 1.036], [-0.156, 0.298, -1.086], [-0.352, -0.307, -0.085], [0.357, -0.138, -0.260], [-0.169, 0.514, -0.156]],
  "lowdin_charge": [-0.277, -0.287, -0.260, -0.182, -0.033, -0.157, -0.006, -0.017, -0.097, -0.179, -0.194, -0.193, -0.168, -0.271, -0.222, -0.146, 0.077, -0.626, -0.174, 1.042, -0.372, -0.156, -0.371, -0.296, -0.317, 0.966, -0.292, -0.301, -0.239, -0.105, -0.092, -0.383, 0.074, 0.012, 0.074, -0.035, -0.014, 0.059, 0.032, 0.143, 0.091, 0.070, -0.141, 0.115, 0.072, 0.110, 0.143, 0.107, 0.137, 0.095, 0.126, 0.085, 0.115, 0.118, 0.111, 0.119, 0.048, 0.120, 0.048, 0.094, 0.062, 0.095, 0.066, 0.084, 0.069, 0.092, 0.059, 0.037, 0.094, 0.086, 0.063, -0.181, 0.081, 0.089, 0.052, 0.045, 0.116, 0.116, 0.137, 0.117, 0.120, 0.115, 0.505, 0.738, 0.114, -0.198, -0.335, -0.154, -0.498, -0.138, -0.534, 0.095, 0.094, 0.095, -0.084, 0.077, 0.047, 0.085, 0.113, 0.139, -0.980, 0.528, 0.581, 0.033, 0.027, 0.084, 0.759, -0.493, -0.159, -0.161, -0.157, -0.235, 0.608, -0.288, -0.238, -0.196, 0.129, 0.134, 0.141, 0.112, -0.480, -0.419, 0.036, 0.033, 0.025]
}

# 2
{
  "formula": "C31H64F2IN2O13P",
  "method": "ωB97M-V/def2-TZVPD",
  "e_tot_ev": -85602.1381,
  "orbital_gap_ev": 8.80,
  "homo_energy_ev": -8.5870,
  "max_force_ev_per_a": 1.584,
  "symbols": ["C", "C", "P", "C", "C", "C", "C", "O", "C", "N", "O", "C", "O", "C", "N", "C", "O", "F", "C", "O", "F", "C", "C", "C", "C", "I", "H", "H", "H", "H", "H", "H", "H", "H", "H", "H", "H", "H", "H", "H", "H", "H", "H", "H", "H", "H", "H", "H", "H", "H", "C", "O", "C", "C", "O", "C", "H", "H", "H", "H", "H", "H", "H", "H", "H", "H", "C", "O", "C", "C", "O", "C", "H", "H", "H", "H", "H", "H", "H", "H", "H", "H", "C", "O", "C", "C", "O", "C", "H", "H", "H", "H", "H", "H", "H", "H", "H", "H", "C", "O", "C", "C", "O", "C", "H", "H", "H", "H", "H", "H", "H", "H", "H", "H"],
  "positions_angstrom": [[-2.000, 2.890, 1.620], [-2.752, 1.575, 1.402], [-1.877, 0.153, 0.666], [-0.185, 0.288, 1.388], [-1.650, 0.576, -1.166], [-2.843, 0.160, -2.002], [-4.226, 0.587, -1.525], [-4.752, -0.228, -0.487], [-5.192, 0.538, -2.715], [-4.831, 1.527, -3.739], [-1.555, 2.051, -1.285], [-0.262, 2.369, -1.471], [0.298, 3.310, -0.982], [0.305, 1.294, -2.417], [-0.332, 1.601, -3.737], [0.096, 0.849, -4.857], [-0.414, 0.914, -5.924], [1.146, 0.068, -4.635], [-0.068, 2.982, -4.091], [-0.862, 3.837, -4.216], [1.248, 3.183, -4.251], [-0.283, 0.076, -1.700], [-0.221, -1.276, -2.423], [-0.257, -2.412, -1.379], [-1.256, -3.512, -1.693], [1.708, -3.321, -1.192], [-0.963, 2.791, 1.930], [-2.492, 3.501, 2.378], [-2.025, 3.461, 0.696], [-3.153, 1.200, 2.345], [-3.629, 1.793, 0.793], [0.340, -0.655, 1.297], [0.378, 1.113, 0.950], [-0.344, 0.544, 2.434], [-2.842, -0.924, -2.138], [-2.702, 0.601, -2.991], [-4.223, 1.625, -1.187], [-4.249, -1.047, -0.432], [-5.188, -0.488, -3.100], [-6.194, 0.715, -2.327], [-5.660, 2.009, -4.060], [-4.476, 1.053, -4.560], [1.391, 1.264, -2.425], [0.411, -0.058, -0.869], [-1.000, -1.425, -3.168], [0.727, -1.297, -2.950], [-0.429, -2.011, -0.387], [-2.252, -3.078, -1.778], [-0.984, -4.019, -2.617], [-1.252, -4.253, -0.896], [-0.641, -3.456, -7.312], [0.315, -3.891, -6.363], [1.327, -4.723, -6.911], [2.609, -3.946, -7.115], [2.437, -2.923, -8.080], [2.222, -1.647, -7.501], [-1.224, -2.661, -6.848], [-0.165, -3.064, -8.213], [-1.317, -4.273, -7.586], [0.990, -5.165, -7.853], [1.513, -5.537, -6.203], [3.392, -4.622, -7.472], [2.939, -3.520, -6.162], [3.156, -1.242, -7.097], [1.474, -1.689, -6.708], [1.865, -0.985, -8.288], [-7.504, 6.520, -0.494], [-7.240, 5.763, 0.673], [-7.675, 4.416, 0.586], [-6.534, 3.472, 0.285], [-5.989, 3.690, -1.005], [-4.784, 4.438, -0.989], [-6.957, 7.457, -0.404], [-7.172, 6.000, -1.396], [-8.573, 6.743, -0.578], [-8.455, 4.313, -0.175], [-8.110, 4.150, 1.554], [-6.910, 2.444, 0.313], [-5.757, 3.567, 1.052], [-3.964, 3.818, -0.607], [-4.873, 5.340, -0.379], [-4.556, 4.723, -2.014], [0.573, -2.810, 4.834], [0.621, -1.442, 4.470], [0.785, -0.568, 5.576], [2.212, -0.086, 5.705], [3.099, -1.144, 6.023], [3.828, -1.629, 4.908], [0.661, -3.393, 3.919], [1.391, -3.076, 5.506], [-0.382, -3.050, 5.314], [0.467, -1.057, 6.502], [0.134, 0.297, 5.411], [2.265, 0.644, 6.518], [2.525, 0.412, 4.782], [4.605, -0.913, 4.620], [3.176, -1.824, 4.054], [4.310, -2.558, 5.207], [9.756, -2.298, 8.266], [9.816, -1.113, 7.496], [9.594, -1.323, 6.112], [8.187, -0.952, 5.703], [7.220, -1.807, 6.290], [6.571, -1.228, 7.410], [9.733, -2.005, 9.314], [8.859, -2.880, 8.041], [10.641, -2.919, 8.093], [9.798, -2.364, 5.844], [10.299, -0.689, 5.566], [8.098, -1.055, 4.616], [7.983, 0.092, 5.960], [5.864, -0.456, 7.086], [7.288, -0.794, 8.110], [6.015, -2.015, 7.916]],
  "atomic_forces_ev_per_a": [[-0.191, 0.266, -0.135], [-0.009, 0.598, 0.156], [-0.129, -1.164, -0.137], [-0.503, 0.760, -0.311], [-0.143, 0.574, 0.487], [-0.026, 0.131, -0.133], [-0.229, -0.031, -0.594], [0.051, 0.095, 0.136], [0.105, -0.040, 0.125], [-0.249, -0.321, -0.115], [0.313, -0.158, 0.608], [0.236, 0.357, -0.072], [-0.278, -0.309, -0.445], [-0.569, 0.091, 0.512], [1.574, -0.093, -0.158], [-0.819, 0.135, -0.439], [0.217, -0.043, 0.109], [0.196, -0.163, 0.252], [-0.933, 0.307, 0.042], [0.267, -0.198, 0.043], [0.025, -0.026, -0.022], [0.202, -0.296, -0.627], [0.244, 0.098, 0.462], [-0.021, -0.239, -0.451], [0.345, 0.013, 0.196], [-0.077, 0.152, 0.097], [0.075, -0.160, -0.024], [-0.108, -0.070, 0.066], [0.250, 0.094, 0.011], [0.065, -0.126, 0.060], [-0.066, -0.242, -0.016], [0.177, -0.050, 0.148], [0.232, -0.063, 0.044], [0.125, -0.275, 0.166], [-0.049, -0.080, 0.096], [0.052, 0.015, -0.049], [0.107, -0.010, 0.092], [0.034, 0.040, 0.074], [-0.027, -0.049, -0.076], [-0.027, 0.121, 0.010], [0.025, 0.161, 0.133], [0.149, 0.083, 0.010], [0.063, 0.184, -0.245], [-0.029, 0.137, 0.113], [-0.142, 0.072, -0.024], [-0.051, -0.162, -0.063], [-0.097, -0.033, 0.103], [-0.102, -0.057, -0.047], [-0.132, 0.045, -0.138], [-0.143, -0.035, 0.017], [-0.010, -0.029, 0.030], [-0.042, -0.024, 0.001], [0.003, 0.014, 0.236], [-0.005, -0.050, -0.168], [0.008, 0.063, 0.067], [0.021, 0.031, -0.082], [-0.002, -0.007, 0.023], [0.000, 0.003, -0.008], [0.011, 0.004, -0.041], [0.030, 0.028, -0.045], [-0.027, 0.002, -0.002], [-0.021, 0.006, -0.012], [-0.005, -0.013, 0.031], [-0.011, -0.007, 0.037], [0.000, 0.017, 0.006], [0.023, -0.004, -0.024], [0.001, 0.006, 0.036], [0.031, -0.006, -0.069], [0.006, 0.100, 0.158], [-0.030, -0.179, -0.108], [-0.014, 0.092, -0.027], [0.019, -0.087, -0.023], [-0.010, 0.010, 0.031], [-0.007, -0.003, -0.011], [-0.001, -0.018, -0.040], [-0.005, -0.010, -0.029], [-0.003, -0.023, -0.018], [0.018, 0.001, 0.031], [0.007, 0.020, 0.015], [0.069, 0.109, 0.007], [-0.011, -0.025, 0.032], [-0.001, -0.080, -0.030], [-0.023, 0.003, -0.039], [0.039, -0.023, 0.014], [-0.103, 0.067, -0.166], [0.105, -0.009, 0.169], [-0.045, -0.064, -0.058], [0.039, 0.015, 0.038], [-0.020, 0.016, -0.021], [0.001, -0.002, 0.008], [0.020, -0.013, 0.037], [0.019, -0.011, 0.025], [0.003, 0.003, 0.028], [-0.014, 0.015, -0.017], [-0.016, 0.001, -0.029], [-0.005, -0.018, -0.065], [-0.006, 0.027, -0.005], [0.034, 0.026, 0.055], [0.017, 0.026, 0.001], [-0.068, -0.039, 0.010], [0.121, 0.130, 0.069], [-0.118, -0.144, -0.145], [0.048, 0.038, 0.111], [-0.048, 0.000, -0.043], [0.028, 0.022, 0.001], [0.001, -0.012, -0.004], [-0.025, -0.034, -0.011], [-0.018, -0.024, -0.008], [-0.010, -0.014, -0.019], [0.018, 0.023, 0.000], [0.018, 0.019, 0.025], [0.000, 0.022, 0.050], [0.008, 0.010, -0.007], [-0.022, -0.029, -0.054]],
  "lowdin_charge": [-0.136, -0.393, 1.044, -0.260, -0.443, -0.110, -0.392, -0.051, -0.221, 0.024, 0.028, -0.454, 0.172, -0.105, 0.137, -0.497, 0.203, 0.149, -0.467, 0.249, 0.162, -0.224, -0.213, -0.750, -0.167, 0.802, 0.058, 0.073, 0.049, 0.076, 0.048, 0.029, 0.044, 0.038, 0.112, 0.121, 0.114, 0.068, 0.117, 0.116, 0.069, 0.067, 0.170, 0.115, 0.117, 0.066, 0.022, 0.068, 0.073, 0.069, -0.108, -0.201, -0.202, -0.206, -0.186, -0.109, 0.086, 0.087, 0.088, 0.126, 0.124, 0.126, 0.125, 0.091, 0.066, 0.093, -0.111, -0.188, -0.205, -0.205, -0.202, -0.091, 0.089, 0.083, 0.088, 0.126, 0.126, 0.127, 0.125, 0.064, 0.089, 0.096, -0.104, -0.206, -0.206, -0.206, -0.196, -0.106, 0.089, 0.085, 0.089, 0.127, 0.123, 0.126, 0.126, 0.088, 0.083, 0.092, -0.112, -0.190, -0.208, -0.209, -0.199, -0.107, 0.089, 0.083, 0.088, 0.126, 0.125, 0.125, 0.127, 0.083, 0.084, 0.093]
}